Molecular formula: C26H55BrClF3N2O14P2S5
Method: DFT, ωB97M-V with the def2-TZVPD basis set

```
109
Properties=species:S:1:pos:R:3:mulliken_charge:R:1
Br 1.774 2.279 -0.390 -0.11
Cl -2.968 6.572 1.464 -0.06
S 6.087 -7.474 0.648 1.22
S 0.886 -6.083 1.439 1.23
S -4.399 -3.288 -2.623 1.13
S -4.140 3.850 3.386 -0.34
S 3.892 4.395 2.241 1.24
P -5.027 4.668 -0.505 0.20
P -3.230 3.075 1.847 0.10
F -1.215 8.093 -1.358 -0.27
F -0.811 8.144 -3.492 -0.32
F -0.452 6.342 -2.377 -0.21
O 0.359 -6.365 2.742 -0.67
O 4.528 3.437 1.388 -0.69
O -0.317 -6.047 0.405 -0.28
O -1.918 3.046 -0.232 -0.35
O 5.006 5.372 2.815 -0.31
O -5.120 -2.145 -3.091 -0.60
O -5.360 -4.545 -2.550 -0.32
O 4.806 -8.111 0.548 -0.61
O -5.334 3.348 -1.108 -0.57
O 2.797 5.163 1.732 -0.55
O 7.124 -8.523 1.229 -0.29
O 6.633 -6.840 -0.510 -0.61
O -3.665 -3.189 -1.396 -0.49
O 1.711 -4.926 1.264 -0.61
N -3.515 5.362 -0.907 0.75
N 0.203 3.083 3.344 -0.33
C -2.033 4.039 0.773 0.58
C 5.891 6.003 1.858 -0.39
C 7.221 -9.809 0.566 -0.34
C -1.450 -5.199 0.724 -0.62
C -1.311 7.382 -2.506 0.86
C -0.721 4.412 1.526 0.16
C -0.575 4.017 2.975 -1.08
C -0.870 3.058 -1.189 -0.71
C -6.246 -4.644 -1.405 -0.28
C -2.855 0.933 -3.273 0.48
C 6.096 -6.354 1.999 -1.00
C -3.351 -3.878 -3.905 -1.00
C 3.432 3.643 3.757 -0.90
C -0.191 0.132 0.870 -1.24
C 1.716 -7.488 0.798 -0.89
C -1.181 -3.727 0.517 -0.84
C -2.253 1.934 -2.961 -1.03
C 0.035 1.804 -1.144 0.08
C 7.965 -9.744 -0.751 -0.96
C -0.583 0.534 -0.546 -0.37
C -1.519 3.148 -2.585 -0.46
C -3.662 6.659 -1.617 -0.76
C -7.421 -3.692 -1.478 -1.00
C 5.234 7.131 1.092 -0.96
C -2.730 6.959 -2.797 -1.12
C -2.526 5.402 0.154 -0.69
H -8.101 -3.901 -0.652 0.39
H -1.771 -5.415 1.744 0.40
H -3.342 -0.003 -3.481 0.50
H -2.230 -5.544 0.047 0.19
H -0.927 -0.586 1.244 0.24
H -0.440 -3.349 1.220 0.50
H 4.795 7.855 1.778 0.26
H 6.217 -10.216 0.446 0.31
H 5.984 7.633 0.480 0.38
H 5.462 -5.518 1.709 0.39
H 2.636 -7.592 1.367 0.29
H 6.288 5.237 1.192 0.33
H 8.942 -9.282 -0.616 0.27
H -5.027 4.717 0.893 0.09
H -0.814 -3.542 -0.491 0.24
H 7.419 -9.165 -1.493 0.30
H 0.290 1.582 -2.179 0.49
H -3.160 7.831 -3.301 0.44
H -7.958 -3.819 -2.418 0.27
H 3.114 4.418 4.449 0.33
H -2.108 -3.174 0.653 0.39
H 1.952 -7.313 -0.247 0.30
H -2.728 6.151 -3.530 0.33
H -2.413 1.988 2.158 0.07
H -2.202 3.997 -2.585 -0.41
H -0.311 -0.289 -1.213 0.32
H 8.102 -10.755 -1.134 0.38
H 0.178 2.983 4.357 0.26
H -7.103 -2.654 -1.409 0.29
H -4.660 6.662 -2.057 0.64
H 7.116 -6.018 2.164 0.36
H 0.144 4.041 0.976 -0.06
H 6.711 6.373 2.470 0.28
H 4.282 3.089 4.142 0.37
H -2.657 -3.072 -4.132 0.38
H -0.172 0.969 1.559 0.15
H -1.667 0.625 -0.614 0.21
H 2.604 2.975 3.520 0.26
H -0.248 3.940 -1.081 0.84
H -6.578 -5.679 -1.425 0.30
H -0.726 3.334 -3.317 0.57
H -0.641 5.503 1.538 0.40
H -1.627 5.849 -0.264 0.31
H -1.157 4.603 3.690 0.42
H -2.818 -4.755 -3.550 0.31
H -5.659 -4.496 -0.497 0.25
H -5.927 5.682 -0.866 0.12
H 1.084 -8.362 0.924 0.39
H -3.961 -4.109 -4.773 0.36
H 7.752 -10.429 1.284 0.27
H 4.444 6.765 0.439 0.28
H -3.635 7.498 -0.921 0.37
H -4.078 2.557 0.867 0.14
H 0.777 -0.371 0.886 0.44
H 5.696 -6.853 2.876 0.31
```

Properties
**E_tot**: -222967.581 eV
**Energy relative to the best compared isomer or geometry (same formula, charge and spin)**: 0.0 kcal per mole
**LUMO**: 0.516 eV
**HOMO-LUMO gap**: 9.2 eV
**HOMO level**: -8.66 eV